## a
{
  "formula": "C10H12NO",
  "method": "the ωB97M-V functional and the def2-TZVPD basis",
  "elements": ["C", "N", "C", "C", "C", "C", "C", "O", "C", "C", "C", "C", "H", "H", "H", "H", "H", "H", "H", "H", "H", "H", "H", "H"],
  "positions_angstrom": [[-1.74511, -0.07624, -1.17347], [-0.88568, -0.46576, 0.04203], [-1.71315, -0.08645, 1.22453], [-0.47014, -1.89945, 0.03318], [0.83836, -2.10957, -0.05207], [1.61299, -0.87829, -0.03751], [2.87886, -0.39742, 0.03788], [3.97400, -1.16878, 0.02488], [2.95918, 1.02641, 0.05788], [1.99271, 1.94123, -0.01276], [0.58082, 1.68300, -0.17082], [0.22869, 0.40844, -0.06889], [-1.43476, -0.67492, -2.11591], [-2.72941, -0.22898, -0.83941], [-1.58184, 0.89933, -1.52943], [-1.06777, -0.42947, 1.98880], [-1.81683, 1.07590, 1.04840], [-2.77548, -0.56139, 1.31317], [-1.26635, -2.71113, 0.19940], [1.16272, -3.16087, -0.05238], [4.66476, -0.63962, -0.32232], [3.87411, 1.53784, 0.15048], [2.14338, 3.03338, 0.02812], [-0.03950, 2.48089, -0.23618]],
  "lumo_energy_ev": -3.619,
  "total_charge": 1,
  "homo_energy_ha": -0.4510,
  "orbital_gap_ha": 0.318
}


## b
{
  "formula": "C10H12NO",
  "method": "the ωB97M-V functional and the def2-TZVPD basis",
  "elements": ["C", "N", "C", "C", "C", "C", "C", "C", "C", "C", "C", "O", "H", "H", "H", "H", "H", "H", "H", "H", "H", "H", "H", "H"],
  "positions_angstrom": [[-1.46764, -2.08815, -0.54182], [-1.59598, -0.66560, -0.24687], [-0.73931, 0.32776, -0.02761], [0.63992, 0.17593, -0.06442], [1.47948, 1.19695, -0.56205], [2.84827, 1.04336, -0.53497], [3.44798, -0.07532, 0.08315], [2.59977, -1.08777, 0.55216], [1.22760, -1.00358, 0.39071], [-1.48102, 1.48178, 0.46873], [-2.89479, 1.10143, 0.19066], [-2.92472, -0.30464, -0.04989], [-2.52521, -2.31567, -1.09332], [-1.44987, -2.60877, 0.46791], [-0.61543, -2.34629, -1.17078], [1.29357, 2.21971, -0.93236], [3.48655, 1.86874, -0.95208], [4.51234, -0.17532, 0.25439], [2.96151, -2.10557, 0.85827], [0.56713, -1.71905, 0.98373], [-1.25186, 1.77839, 1.54033], [-1.13417, 2.31569, -0.15485], [-3.49178, 1.23093, 1.19143], [-3.49234, 1.75507, -0.65045]],
  "lumo_energy_ev": -4.451,
  "total_charge": 1,
  "homo_energy_ha": -0.4884,
  "orbital_gap_ha": 0.325
}


## c
{
  "formula": "C10H12NO",
  "method": "the ωB97M-V functional and the def2-TZVPD basis",
  "elements": ["C", "C", "C", "C", "C", "C", "C", "C", "C", "C", "N", "O", "H", "H", "H", "H", "H", "H", "H", "H", "H", "H", "H", "H"],
  "positions_angstrom": [[0.54420, 2.43558, -0.00009], [0.52865, 2.02131, -1.34627], [0.20217, 1.53304, 0.98898], [0.37424, 0.71997, -1.69841], [-0.37428, 0.14789, 0.56891], [0.23079, -0.25270, -0.75216], [-0.73532, -0.83482, 1.55817], [-2.00715, -0.33734, 2.13412], [1.01562, -1.46820, -0.76414], [1.59599, -1.98793, -2.01435], [-2.47909, 0.66531, 1.26315], [-1.73479, 0.75482, 0.28543], [0.90543, 3.41036, 0.18370], [0.96697, 2.80440, -1.99683], [0.11901, 1.96203, 2.00057], [0.26700, 0.53109, -2.72027], [-0.86856, -1.85930, 1.22903], [0.06538, -0.80680, 2.36134], [-2.88519, -0.91486, 2.27853], [-1.77511, 0.04383, 3.17384], [0.86565, -2.09177, 0.18804], [2.65489, -2.10175, -1.90082], [1.32006, -1.39164, -2.84799], [1.20343, -2.98254, -2.17248]],
  "lumo_energy_ev": -6.076,
  "total_charge": 1,
  "homo_energy_ha": -0.4471,
  "orbital_gap_ha": 0.224
}


The structure with the greatest stability is b.